Model a:
The following is a DFT calculation (wB97M-V/def2-TZVPD) of a molecular structure, C5H8O.

Structure (ORCA input):
```
! RIJCOSX wB97M-V def2-TZVPD def2/J DEFGRID3
* xyz 0 1
O 1.4832 -0.8116 1.4727
C 0.5299 -0.7198 0.7254
C -0.9172 -0.2439 0.8858
C -0.6689 0.1904 -0.5740
C 0.4012 1.2735 -0.3095
C 0.2756 -1.0170 -0.7604
H 1.2804 0.7867 0.5477
H -1.1401 0.5241 1.6259
H -1.5716 -1.1026 1.0203
H -1.5083 0.3719 -1.2659
H 0.9707 1.5080 -1.2099
H -0.0225 2.1530 0.1781
H -0.2091 -1.9858 -0.8647
H 1.0966 -0.9270 -1.4714
*
```

Its highest occupied orbital energy is -9.510 eV. The calculation puts the orbital gap at 10.4329 eV.



Model b:
The following is a DFT calculation (wB97M-V/def2-TZVPD) of C5H8O in the gas phase.

Structure (ORCA input):
```
! RIJCOSX wB97M-V def2-TZVPD def2/J DEFGRID3
* xyz 0 1
C -1.4509 -0.8572 -0.4348
C -1.1341 0.5872 -0.4077
C 0.0491 1.1007 0.1873
C 1.2482 0.3128 -0.3332
C 1.8432 -0.4267 0.6973
O 1.3635 -0.4631 1.8622
H -0.7498 -1.3955 0.2108
H -2.4860 -0.9965 -0.1009
H -1.4007 -1.2945 -1.4412
H -1.8838 1.2699 -0.8168
H 0.1831 0.6785 1.2794
H 0.0945 2.1869 0.1779
H 1.5387 0.2520 -1.3752
H 2.7851 -0.9544 0.4947
*
```

Its highest occupied orbital energy (spin up / spin down) is -7.504 / -8.365 eV. The calculation puts the orbital gap (spin up / spin down) at 6.1788 / 8.0922 eV.



Model c:
The following is a DFT calculation (wB97M-V/def2-TZVPD) of a molecular structure, C5H8O.

Structure (ORCA input):
```
! RIJCOSX wB97M-V def2-TZVPD def2/J DEFGRID3
* xyz 0 1
C -2.0831 0.6955 -0.0541
C -2.6123 -0.4108 0.4580
C 1.5556 0.6193 -0.9830
C 1.4635 -0.8531 -0.7181
O 1.9225 -0.7874 0.6418
C 2.0570 0.6244 0.4290
H -2.1236 0.9135 -1.1185
H -1.6006 1.4409 0.5746
H -2.5798 -0.6209 1.5243
H -3.1109 -1.1490 -0.1662
H 0.4280 -1.2183 -0.8091
H 2.1085 -1.4636 -1.3686
H 1.4714 1.2398 1.1281
H 3.1039 0.9699 0.4618
*
```

Its highest occupied orbital energy is -9.168 eV. The calculation puts the orbital gap at 8.8104 eV.



Name the least stable of them. model c.



Model a:
The following is a DFT calculation (wB97M-V/def2-TZVPD) of 7 unconnected molecules or ions with the total composition C5H27N2O7.

Structure (ORCA input):
```
! RIJCOSX wB97M-V def2-TZVPD def2/J DEFGRID3
* xyz 1 1
N 0.3016 3.0585 -0.8997
C 0.2887 2.9589 0.5955
C -0.3858 1.6480 1.0429
N -0.1233 0.5369 0.1674
C 0.5273 -1.8502 0.4246
C 0.9953 -0.4032 0.4736
C 2.0685 -0.1101 -0.5666
O 2.5485 1.2444 -0.4668
H -0.5716 2.6958 -1.3288
H 1.0854 2.5110 -1.2369
H 0.4360 4.0065 -1.2555
H -0.1215 3.8648 1.0375
H 1.3327 2.9754 0.8785
H 0.0933 1.5269 2.0245
H -1.4359 1.8082 1.2310
H -0.9542 -0.0104 0.0745
H -0.5049 -1.9709 0.1035
H 0.5125 -2.2349 1.4397
H 1.0936 -2.4923 -0.2488
H 1.3657 -0.2211 1.4796
H 2.9055 -0.7917 -0.3818
H 1.7065 -0.2166 -1.5871
H 3.4226 1.2287 -0.0710
H -4.7738 0.3937 -2.5399
H -3.5370 -0.7182 -2.3518
O -3.9149 0.1663 -2.1918
H -2.1661 -2.7586 -2.4528
H -3.5951 -2.8434 -3.3117
O -2.9496 -2.3471 -2.8112
H 1.8955 -2.1013 5.5796
H 0.7740 -2.6124 4.7834
O 1.1143 -1.7706 5.1139
H -2.3243 2.3542 -2.8614
H -2.1082 1.0911 -2.0711
O -1.6171 1.8015 -2.5133
H -2.8102 -1.9422 0.8539
H -3.9475 -0.9962 0.6072
O -2.9848 -1.0172 0.6428
H 5.2458 -2.8493 1.1362
H 5.8365 -1.4865 0.9566
O 5.2760 -2.1264 0.5018
*
```

Its highest occupied orbital energy is -12.018 eV. The calculation puts the orbital gap at 9.8447 eV.



Model b:
The following is a DFT calculation (wB97M-V/def2-TZVPD) of 7 unconnected molecules or ions with the total composition C5H27N2O7.

Structure (ORCA input):
```
! RIJCOSX wB97M-V def2-TZVPD def2/J DEFGRID3
* xyz 1 1
N 0.6671 -1.6359 0.7812
C 0.9489 -1.0306 2.1540
C 0.0563 0.2073 2.4737
N 0.2114 1.1934 1.4175
C 1.5379 1.7165 1.0287
C -0.8735 2.1144 1.4494
C -2.0620 1.6176 0.6565
O -2.8379 2.6772 0.1042
H 0.6903 -2.7216 0.6987
H 1.2939 -1.2637 0.0181
H -0.2562 -1.4973 0.2876
H 1.9867 -0.7785 2.2055
H 0.6176 -1.8084 2.8478
H -0.9927 -0.0239 2.4812
H 0.1119 0.5600 3.5328
H 1.9442 2.4729 1.6634
H 2.3250 0.9708 0.9765
H 1.3792 2.0986 0.0117
H -0.6098 3.1919 1.3654
H -1.2445 2.3725 2.5345
H -1.8874 0.8518 -0.1046
H -2.7189 1.0777 1.3263
H -2.3257 3.2485 -0.4925
H -2.8237 -3.0379 0.4931
H -1.9027 -2.1630 1.4320
O -2.0213 -3.0119 1.0092
H 0.1060 -3.3356 -1.4221
H 1.2097 -4.3638 -0.9981
O 0.5624 -3.7353 -0.6745
H 1.2177 1.7274 -2.5089
H 1.2660 1.1005 -3.9998
O 1.6570 1.1615 -3.1345
H -2.0561 -0.7809 -1.7208
H -0.9361 0.1434 -1.0493
O -1.3054 -0.7438 -1.1331
H -0.7167 -0.3669 -4.0078
H -1.6006 0.8261 -3.8832
O -1.0099 0.2628 -3.3447
H 3.4294 0.0986 -2.3160
H 3.3135 0.6221 -0.7672
O 3.6491 -0.0143 -1.3919
*
```

Its highest occupied orbital energy is -12.122 eV. The calculation puts the orbital gap at 9.2821 eV.



Name the least stable of them. model b.



Model a:
The following is a DFT calculation (wB97M-V/def2-TZVPD) of 8 unconnected molecules or ions with the total composition C32H48O16.

Structure (ORCA input):
```
! RIJCOSX wB97M-V def2-TZVPD def2/J DEFGRID3
* xyz 0 1
O 8.3677 14.0340 16.4229
C 8.0279 12.9449 16.1973
O 7.9534 12.4264 14.9347
C 7.3858 11.1161 14.9077
C 7.4225 10.5806 16.3437
C 7.3996 11.8677 17.1434
H 7.8814 10.4869 14.1603
H 6.3287 11.2830 14.7140
H 8.3359 9.9562 16.5430
H 6.5533 9.9539 16.4762
H 8.0290 11.8431 18.0740
H 6.4018 12.2590 17.4060
O 12.1742 7.9192 6.8487
C 11.0911 8.1138 6.3067
O 10.9071 7.7736 5.0331
C 9.6486 8.3024 4.5011
C 8.7804 8.6602 5.7736
C 9.8712 8.6947 6.9699
H 9.2363 7.4749 3.9061
H 9.8846 9.2491 3.9830
H 8.1015 7.7595 5.8829
H 8.2183 9.5985 5.7018
H 9.6077 8.1488 7.8504
H 10.1246 9.7186 7.2456
O 13.7706 10.0908 13.8699
C 12.9960 9.9463 14.7795
O 12.4515 10.9612 15.4530
C 11.4727 10.3565 16.4224
C 11.4889 8.8251 16.3276
C 12.4149 8.5847 15.1879
H 10.4885 10.7278 16.1334
H 11.8245 10.7312 17.3669
H 10.5074 8.4049 16.1632
H 11.7740 8.4348 17.2881
H 11.8207 8.3268 14.3298
H 13.1951 7.7802 15.3331
O 8.8235 15.6798 11.7714
C 8.3578 16.3597 12.6256
O 7.0496 16.5347 12.7245
C 6.7428 17.2493 13.9802
C 8.0572 17.3030 14.7312
C 9.1422 16.9796 13.7154
H 5.9481 16.7251 14.4288
H 6.3982 18.2077 13.6295
H 8.1437 16.5832 15.5765
H 8.2027 18.2793 15.2182
H 9.7863 16.1396 14.0420
H 9.6191 17.8243 13.2878
O 11.2826 7.2176 10.3303
C 12.3586 7.6359 9.9483
O 12.7726 8.9330 10.1932
C 14.1761 8.9998 9.9541
C 14.5007 7.9649 8.8803
C 13.5196 6.8356 9.2093
H 14.7339 8.6718 10.8556
H 14.3726 10.0292 9.6155
H 15.5404 7.6538 8.9101
H 14.2562 8.3672 7.9454
H 14.0004 6.2257 9.9417
H 13.1375 6.3128 8.4175
O 7.7695 12.5021 7.0987
C 7.2061 13.3939 7.6859
O 7.7564 14.5599 7.9728
C 6.8805 15.4513 8.7178
C 5.9496 14.4849 9.4061
C 5.8632 13.2864 8.3924
H 6.2916 16.0768 8.0444
H 7.5289 16.0902 9.3203
H 5.0327 14.8818 9.6530
H 6.3230 14.1013 10.3394
H 5.0964 13.4587 7.6689
H 5.7704 12.3265 8.9609
O 10.0450 10.4039 13.2780
C 9.9740 11.0343 12.2438
O 8.7078 11.3541 11.7195
C 8.8041 12.2518 10.5433
C 10.2699 12.1486 10.0765
C 11.0670 11.6071 11.3599
H 8.5198 13.2166 10.8600
H 8.0959 11.8580 9.8458
H 10.4664 13.1845 9.8965
H 10.4442 11.5247 9.2255
H 11.3851 12.4321 12.0032
H 11.8852 10.9125 11.1542
O 8.0377 7.3057 15.0254
C 8.0077 7.4165 13.8391
O 7.0447 8.1465 13.1907
C 7.2543 8.0382 11.7833
C 8.0047 6.7352 11.5306
C 8.8608 6.7574 12.8301
H 7.8566 8.8457 11.3605
H 6.3427 8.0249 11.2302
H 8.6522 6.6831 10.6565
H 7.2757 5.9099 11.5365
H 9.7904 7.3186 12.6802
H 9.3071 5.8214 13.2183
*
```

Its highest occupied orbital energy is -9.646 eV. The calculation puts the orbital gap at 10.2330 eV.



Model b:
The following is a DFT calculation (wB97M-V/def2-TZVPD) of 8 unconnected molecules or ions with the total composition C32H48O16.

Structure (ORCA input):
```
! RIJCOSX wB97M-V def2-TZVPD def2/J DEFGRID3
* xyz 0 1
O -4.8850 -0.4251 0.4574
C -4.7608 -0.1173 -0.7258
O -4.8506 -0.9988 -1.7033
C -4.3883 -0.4954 -2.9502
C -4.4237 1.0251 -2.7923
C -4.3549 1.2665 -1.3235
H -5.0591 -0.7758 -3.7326
H -3.3458 -0.7803 -3.0272
H -5.2913 1.4804 -3.3176
H -3.5753 1.5621 -3.2061
H -4.8800 2.0951 -0.9285
H -3.3046 1.3657 -1.0026
O -1.1092 0.4642 4.3949
C -2.2311 0.5590 4.0368
O -2.6983 1.5892 3.2525
C -4.0604 1.4608 2.9182
C -4.5824 0.4348 3.9567
C -3.3629 -0.4795 4.1756
H -4.2093 1.0105 1.8928
H -4.4713 2.4914 2.7417
H -5.4584 -0.0653 3.5500
H -4.9248 0.8940 4.8545
H -3.2154 -1.1035 3.2871
H -3.2575 -1.0731 5.1100
O 4.9042 -0.7356 2.5708
C 4.2925 -1.7102 2.9291
O 2.8995 -1.8021 2.9294
C 2.4427 -3.0341 3.5907
C 3.6595 -3.6599 4.2383
C 4.8013 -3.0986 3.3895
H 1.8415 -3.6137 2.8864
H 1.7100 -2.6362 4.2920
H 3.7214 -4.7306 4.1737
H 3.7665 -3.3188 5.2603
H 4.9343 -3.7290 2.5329
H 5.8192 -3.0449 3.8718
O 3.4547 1.7589 -4.0705
C 2.6068 2.5087 -3.6646
O 1.6812 3.1742 -4.4580
C 0.6895 3.8355 -3.6083
C 0.9172 3.3442 -2.1403
C 2.4284 2.9336 -2.2083
H -0.3465 3.6573 -3.9631
H 0.8746 4.8631 -3.7052
H 0.1542 2.5282 -1.9303
H 0.6781 4.1461 -1.4617
H 2.6967 2.1053 -1.5794
H 3.1405 3.7124 -1.8953
O -3.1321 3.9346 0.5602
C -2.1983 4.3155 1.2519
O -2.3664 4.7665 2.5364
C -1.0633 4.7954 3.2317
C -0.1320 4.1634 2.2882
C -0.7938 4.1978 0.8416
H -1.2092 4.1879 4.2068
H -0.8487 5.8185 3.5508
H -0.1072 3.2314 2.7468
H 0.8553 4.6285 2.3983
H -0.6287 3.2395 0.2496
H -0.4928 5.0823 0.2154
O 2.2732 -4.7295 1.0672
C 2.6987 -4.1487 0.1371
O 3.7586 -3.3818 0.2684
C 4.2642 -2.7972 -0.9726
C 3.4170 -3.4241 -2.0407
C 2.2223 -4.0600 -1.3119
H 5.3587 -2.9932 -1.0115
H 3.9703 -1.7148 -0.8724
H 3.9973 -4.2268 -2.4851
H 3.1585 -2.6769 -2.8143
H 2.0981 -5.0303 -1.8431
H 1.2481 -3.5105 -1.2886
O -1.2378 -0.2980 -2.1009
C -0.5179 -0.7187 -3.0102
O 0.3061 0.0208 -3.7504
C 1.3308 -0.7450 -4.4222
C 0.5976 -2.0637 -4.7343
C -0.3703 -2.1167 -3.5055
H 2.2825 -0.7651 -3.7749
H 1.5958 -0.2069 -5.3697
H 1.1973 -2.9415 -4.8640
H -0.0228 -1.9236 -5.6576
H 0.0610 -2.6413 -2.7049
H -1.3445 -2.4816 -3.7314
O 1.8414 -0.5721 -1.3788
C 1.0591 -0.5196 -0.4443
O 0.8697 0.6581 0.2847
C 0.1977 0.3625 1.5308
C -0.5406 -0.9123 1.3690
C 0.1961 -1.6087 0.1488
H -0.4130 1.2391 1.6721
H 1.0019 0.3583 2.3058
H -1.5652 -0.7800 1.0605
H -0.4459 -1.4419 2.2952
H -0.3980 -2.0363 -0.6854
H 0.9038 -2.3715 0.6588
*
```

Its highest occupied orbital energy is -9.848 eV. The calculation puts the orbital gap at 10.3682 eV.



Name the least stable of them. model b.



Model a:
The following is a DFT calculation (wB97M-V/def2-TZVPD) of C4H4N2O in the gas phase.

Structure (ORCA input):
```
! RIJCOSX wB97M-V def2-TZVPD def2/J DEFGRID3
* xyz 0 1
N -0.3471 2.2256 0.4878
C -0.2256 0.9939 0.2813
C 0.8094 0.4213 -0.6788
N 1.6610 -0.4551 -0.2039
C 0.4757 -1.3107 -0.3391
C -0.6418 -1.1991 0.4022
O -0.8626 0.0064 1.0017
H -0.9463 2.4079 1.2961
H 0.9257 0.8952 -1.6621
H 0.5644 -2.0461 -1.1362
H -1.4126 -1.9394 0.5510
*
```

Its highest occupied orbital energy (spin up / spin down) is -8.273 / -8.279 eV. The calculation puts the orbital gap (spin up / spin down) at 7.7833 / 7.7887 eV.



Model b:
The following is a DFT calculation (wB97M-V/def2-TZVPD) of C4H4N2O in the gas phase.

Structure (ORCA input):
```
! RIJCOSX wB97M-V def2-TZVPD def2/J DEFGRID3
* xyz 0 1
C -2.6524 0.3886 0.1572
C 0.7850 -0.6733 -0.1185
C 1.2547 0.6978 -0.0685
C 1.8179 1.8064 0.0505
H -3.2792 1.2398 0.2411
H -3.0206 -0.6718 0.1498
H -1.0221 -1.5799 0.0284
H 2.4586 2.6258 0.1921
N -1.3558 0.4834 -0.1018
N -0.6480 -0.6543 -0.1963
O 1.4573 -1.7168 0.1688
*
```

Its highest occupied orbital energy is -9.641 eV. The calculation puts the orbital gap at 9.6317 eV.



Name the least stable of them. model a.



Model a:
The following is a DFT calculation (wB97M-V/def2-TZVPD) of C4H4N2O in the gas phase.

Structure (ORCA input):
```
! RIJCOSX wB97M-V def2-TZVPD def2/J DEFGRID3
* xyz 0 1
N 2.7630 -0.1931 0.3557
C 1.6218 -0.4221 -0.0180
C 0.4056 -0.5729 -0.5119
C -0.8395 -0.4936 0.3012
C -1.6822 0.5492 0.3558
N -1.4536 1.8475 -0.2285
O -0.7861 1.8339 -1.2378
H 3.2949 -1.0185 0.6446
H 0.3261 -0.7103 -1.5922
H -1.0972 -1.3572 0.9231
H -2.5529 0.5372 1.0080
*
```

Its highest occupied orbital energy (spin up / spin down) is -8.810 / -8.813 eV. The calculation puts the orbital gap (spin up / spin down) at 8.1741 / 8.1769 eV.



Model b:
The following is a DFT calculation (wB97M-V/def2-TZVPD) of C4H4N2O in the gas phase.

Structure (ORCA input):
```
! RIJCOSX wB97M-V def2-TZVPD def2/J DEFGRID3
* xyz 0 1
C -2.0980 -0.5084 0.0307
C -0.9868 0.2376 0.0153
C 0.4420 -0.0762 -0.1897
C 1.4497 0.8032 -0.1605
H -2.9503 -0.0744 0.4212
H -1.9550 -1.5236 -0.1631
H -1.0433 1.3023 0.3176
H 1.3645 1.9245 -0.3365
N 2.6210 0.2542 0.1568
N 0.9398 -1.2150 -0.1980
O 2.2164 -1.1241 0.1061
*
```

Its highest occupied orbital energy is -10.039 eV. The calculation puts the orbital gap at 10.2371 eV.



Name the least stable of them. model a.



Model a:
The following is a DFT calculation (wB97M-V/def2-TZVPD) of 2 unconnected molecules or ions with the total composition C4H4N2O.

Structure (ORCA input):
```
! RIJCOSX wB97M-V def2-TZVPD def2/J DEFGRID3
* xyz 0 1
N 2.5120 0.7812 0.4110
C 1.7148 0.0301 0.0236
C 0.8294 -0.9457 -0.4937
O -0.4012 -1.1091 -0.0982
C -1.2128 -0.2987 0.5189
C -0.8029 0.8309 1.2664
N -0.5481 1.7580 1.9185
H 1.1925 -1.7410 -1.1266
H -0.1994 0.5694 -1.6537
H -0.8557 0.7827 -1.3381
H -2.2287 -0.6578 0.5719
*
```

Its highest occupied orbital energy (spin up / spin down) is -9.171 / -9.170 eV. The calculation puts the orbital gap (spin up / spin down) at 7.8302 / 7.8264 eV.



Model b:
The following is a DFT calculation (wB97M-V/def2-TZVPD) of C4H4N2O in the gas phase.

Structure (ORCA input):
```
! RIJCOSX wB97M-V def2-TZVPD def2/J DEFGRID3
* xyz 0 1
C -0.8149 1.1163 0.3211
C -1.3940 -0.0875 0.3207
C -0.4142 -1.1022 0.2862
C 0.7773 -0.4916 0.1968
N 0.5786 0.8284 0.2083
N -1.8443 -1.3662 0.0472
O 1.9993 -0.9924 0.1753
H -0.9593 2.1076 0.6037
H 1.3249 1.4941 0.2229
H -1.9563 -1.7119 -0.9304
H 1.8309 -1.9304 0.4032
*
```

Its highest occupied orbital energy is -7.740 eV. The calculation puts the orbital gap at 8.4454 eV.



Model c:
The following is a DFT calculation (wB97M-V/def2-TZVPD) of C4H4N2O in the gas phase.

Structure (ORCA input):
```
! RIJCOSX wB97M-V def2-TZVPD def2/J DEFGRID3
* xyz 0 1
C 1.7327 -0.3309 -0.0474
C 0.5613 -0.2369 0.6688
C -0.3938 0.8316 0.1629
C -1.2776 0.0271 -0.7252
H 0.9280 -0.4024 1.7459
H 0.0398 1.7910 -0.2558
H -0.9141 1.2039 1.0261
H -1.9676 0.3324 -1.6037
N 2.6178 -0.4582 -0.8440
N -1.0546 -1.3017 -0.6461
O -0.2719 -1.4559 0.5184
*
```

Its highest occupied orbital energy is -10.127 eV. The calculation puts the orbital gap at 10.5671 eV.



Model d:
The following is a DFT calculation (wB97M-V/def2-TZVPD) of C4H4N2O in the gas phase.

Structure (ORCA input):
```
! RIJCOSX wB97M-V def2-TZVPD def2/J DEFGRID3
* xyz 0 1
C 0.6184 -0.6469 -0.4466
C -0.5004 -1.3902 0.0401
C -0.3207 1.4285 -0.1168
C 0.8371 0.4892 0.4201
H 0.4341 -0.4358 -1.3789
H -0.7198 -2.4339 0.2717
H -0.3171 2.5211 -0.4136
H 0.8648 0.2381 1.5135
N -1.5141 -0.5964 0.1520
N -1.3744 0.8586 -0.0418
O 1.9921 -0.0323 0.0003
*
```

Its highest occupied orbital energy is -9.419 eV. The calculation puts the orbital gap at 9.6953 eV.



Name the least stable of them. model d.